[1]
# C19H23N7O

A single C19H23N7O molecule (wB97M-V/def2-TZVPD, the OMol25 dataset).

## Properties
SMILES string: CCCNC(=O)N1CCN(c2ncnc3[nH]c(-c4cccnc4)cc23)CC1
Relative energy (zero: lowest compared OMol25 entry of this formula, charge and spin) (kJ/mol): 52.2
E_HOMO (eV): -8.341
Strongest force on any atom (eV/A): 5.043
Total energy (eV): -32552.1183
Frontier orbital gap (hartree): 0.3159
Net charge: 0

Each line ends with the Löwdin charge.
Atoms and positions in Å:
C -2.269 -7.260 -0.224  -0.087
C -1.124 -6.672 -1.128  -0.250
C -1.306 -5.204 -1.464  -0.187
N -1.522 -4.300 -0.277  0.077
C -1.642 -3.007 -0.653  -0.550
O -2.534 -2.803 -1.478  0.040
N -1.157 -1.924 0.028  -0.045
C -1.411 -0.587 -0.310  -0.176
C -1.267 0.224 0.868  -0.177
N 0.055 0.053 1.363  -0.097
C 0.654 1.190 2.113  -0.143
N 1.147 0.932 3.388  0.146
C 1.994 1.914 3.842  -0.194
N 2.217 3.022 3.241  0.131
C 1.763 3.268 2.063  -0.292
N 1.905 4.326 1.210  0.165
C 1.174 4.128 0.034  -0.226
C 1.287 5.136 -1.008  -0.128
C 0.132 5.599 -1.636  -0.031
C 0.266 6.421 -2.712  -0.067
C 1.551 6.814 -3.076  -0.141
N 2.656 6.387 -2.484  0.059
C 2.577 5.653 -1.398  -0.059
C 0.712 2.907 0.093  0.028
C 1.025 2.308 1.379  -0.071
C 0.500 -1.258 1.683  -0.191
C 0.113 -2.245 0.666  -0.140
H -3.285 -7.072 -0.566  0.072
H -2.127 -6.846 0.699  0.015
H -2.121 -8.399 -0.217  0.096
H -0.200 -6.853 -0.646  0.084
H -1.073 -7.222 -2.038  0.092
H -2.161 -5.199 -2.118  0.109
H -0.372 -5.055 -2.061  0.128
H -1.013 -4.584 0.596  0.139
H -0.683 -0.435 -1.096  0.147
H -2.449 -0.503 -0.617  0.141
H -2.005 -0.127 1.658  0.165
H -1.312 1.205 0.483  0.104
H 2.439 1.718 4.747  0.081
H 2.430 5.128 1.498  0.158
H -0.881 5.172 -1.278  0.155
H -0.518 7.059 -3.119  0.111
H 1.797 7.335 -3.961  0.094
H 3.458 5.376 -0.963  0.087
H 0.066 2.486 -0.623  0.104
H 1.573 -1.182 1.718  0.125
H 0.026 -1.522 2.690  0.144
H 0.859 -2.247 -0.091  0.120
H 0.059 -3.252 1.180  0.133


[2]
# C19H23NO2

A 2-piece molecular cluster, C19H23NO2 overall (wB97M-V/def2-TZVPD, the OMol25 dataset).

## Properties
Relative energy (zero: lowest compared OMol25 entry of this formula, charge and spin) (kJ/mol): 404.6
E_HOMO (eV): -5.469
Strongest force on any atom (eV/A): 2.175
Total energy (eV): -25658.5532
Frontier orbital gap (hartree): 0.1531
Net charge: 0

Each line ends with the Löwdin charge.
Atoms and positions in Å:
C -0.420 -4.592 0.026  -0.081
C 0.340 -3.310 -0.144  -0.249
O 0.164 -2.571 1.085  -0.061
C 0.874 -1.403 1.063  -0.528
C 0.552 -0.541 2.175  -0.058
C 0.927 0.812 2.176  -0.262
C 1.984 1.280 1.331  -0.042
C 2.371 2.609 1.314  -0.109
C 1.724 3.550 2.126  -0.132
C 0.672 3.130 2.957  -0.130
C 0.272 1.798 2.990  -0.072
O 1.659 -1.195 0.126  -0.001
H -0.363 -5.169 -0.898  0.075
H 0.004 -5.185 0.842  0.057
H -1.474 -4.394 0.246  0.080
H 1.406 -3.500 -0.322  0.120
H -0.065 -2.723 -0.980  0.127
H -0.148 -0.930 2.905  0.077
H 2.441 0.555 0.667  0.087
H 3.174 2.910 0.643  0.094
H 2.029 4.596 2.102  0.084
H 0.150 3.866 3.572  0.090
H -0.578 1.474 3.599  0.094
C 2.594 -0.978 5.431  0.002
N 1.628 -2.077 5.446  -0.143
C 0.920 -2.279 6.708  -0.018
C 1.399 -2.787 4.363  0.015
C 0.497 -3.916 4.303  -0.196
C -0.835 -3.848 4.778  -0.027
C -1.662 -4.962 4.712  -0.063
C -1.203 -6.156 4.141  -0.060
C 0.118 -6.241 3.679  -0.075
C 0.964 -5.142 3.769  -0.020
H 2.456 -0.424 6.364  0.091
H 3.626 -1.355 5.378  0.109
H 2.415 -0.320 4.572  0.100
H 1.521 -1.790 7.477  0.091
H -0.068 -1.802 6.693  0.103
H 0.796 -3.338 6.957  0.107
H 2.060 -2.581 3.509  0.150
H -1.207 -2.903 5.177  0.114
H -2.672 -4.906 5.122  0.111
H -1.867 -7.020 4.073  0.111
H 0.488 -7.182 3.265  0.113
H 2.006 -5.199 3.445  0.125


[3]
# C19H23NO7

C19H23NO7 as an isolated structure (wB97M-V/def2-TZVPD, the OMol25 dataset).

## Properties
Relative energy (zero: lowest compared OMol25 entry of this formula, charge and spin) (kJ/mol): 1084.8
E_HOMO (eV): -8.405
Strongest force on any atom (eV/A): 19.430
Total energy (eV): -35884.8260
Frontier orbital gap (hartree): 0.2966
Net charge: 0

Each line ends with the Löwdin charge.
Atoms and positions in Å:
C -3.355 0.796 6.151  -0.146
H -2.940 1.541 6.817  0.073
H -3.807 -0.125 6.875  0.147
H -4.313 1.275 5.628  0.125
O -2.738 0.309 5.048  -0.106
C -2.004 1.132 4.145  -0.289
O -2.155 2.376 4.125  0.107
C -1.255 0.304 3.182  -0.230
C -0.780 1.030 2.066  0.036
C 0.081 0.559 1.194  -0.088
C 0.599 -1.023 1.356  0.021
C 0.028 -1.687 2.371  0.101
C -0.920 -0.826 3.338  -0.001
H -1.058 -1.582 4.309  0.187
H 0.258 -2.598 2.536  0.039
C 1.516 -1.455 0.334  -0.443
O 1.818 -0.838 -0.647  0.136
O 1.749 -2.701 0.688  -0.015
C 2.445 -3.586 -0.070  -0.071
H 2.105 -3.699 -1.096  0.072
H 3.343 -2.947 -0.475  0.129
H 2.969 -4.478 0.277  0.103
N 0.634 1.123 0.108  0.143
C 0.451 2.488 -0.303  -0.348
O -0.520 3.066 0.336  0.027
C 0.821 2.857 -1.586  -0.014
H 0.140 3.793 -2.150  0.237
O 1.033 1.632 -2.496  0.061
C 0.039 1.167 -2.975  -0.527
O -1.109 1.403 -2.387  0.017
C 0.167 -0.009 -3.991  -0.132
C -0.974 -1.039 -4.065  -0.044
C -0.288 -2.271 -3.248  -0.100
C 0.806 -2.737 -4.164  -0.209
C 1.682 -1.688 -4.823  -0.250
C 1.689 -0.617 -3.863  -0.147
H 1.743 -0.709 -2.956  -0.032
H 2.563 0.354 -4.298  0.217
H 1.341 -1.593 -5.781  0.077
H 2.879 -2.180 -4.914  0.184
H 1.586 -3.296 -3.346  0.147
H 0.741 -3.534 -4.910  0.107
H 0.085 -1.928 -2.394  0.056
H -1.089 -2.863 -3.246  0.074
H -1.768 -0.751 -3.577  0.067
H -1.230 -1.196 -4.891  0.006
H 0.051 0.812 -4.893  0.197
H 1.800 3.468 -1.428  0.166
H 1.045 0.540 -0.547  0.043
H -0.927 2.050 1.932  0.089


[4]
# C19H23NPPb

C19H23NPPb as an isolated structure (wB97M-V/def2-TZVPD, the OMol25 dataset).

## Properties
E_HOMO (spin up / spin down) (eV): -10.491 / -10.490
Strongest force on any atom (eV/A): 2.858
Total energy (eV): -36092.1512
Frontier orbital gap (spin up / spin down) (hartree): 0.2230 / 0.2230
Net charge: +1

Each line ends with the Löwdin charge.
Atoms and positions in Å:
C -1.361 -0.706 -2.107  -0.265
Pb 0.130 -0.720 -0.083  1.163
N 1.556 0.737 -1.830  -0.130
H -0.285 -1.782 1.383  -0.201
H -1.726 0.146 -1.341  0.089
H -2.342 -1.131 -1.914  0.029
H -0.835 -1.634 -2.568  0.117
H -1.261 0.020 -2.921  0.045
H 2.504 0.469 -1.597  0.006
H 1.443 1.718 -1.540  0.037
H 1.508 0.743 -2.889  0.069
C 0.941 5.408 4.906  -0.073
C 1.612 5.302 3.680  -0.076
C 1.481 4.143 2.925  -0.104
C 0.665 3.072 3.377  -0.359
C 0.007 3.196 4.619  -0.087
C 0.152 4.358 5.382  -0.068
P 0.561 1.584 2.271  1.006
C 2.194 0.872 2.751  -0.397
C 3.149 0.568 1.777  -0.139
C 4.384 0.009 2.115  -0.067
C 4.683 -0.204 3.483  -0.066
C 3.753 0.113 4.462  -0.063
C 2.508 0.662 4.110  -0.082
C -0.744 0.620 3.159  -0.455
C -0.450 -0.609 3.781  -0.146
C -1.478 -1.340 4.381  -0.082
C -2.790 -0.907 4.331  -0.073
C -3.108 0.295 3.671  -0.067
C -2.086 1.042 3.070  -0.121
H 1.015 6.321 5.480  0.105
H 2.232 6.123 3.314  0.111
H 1.990 4.043 1.975  0.094
H -0.616 2.386 4.973  0.097
H -0.373 4.434 6.338  0.112
H 2.918 0.765 0.704  0.067
H 5.091 -0.264 1.347  0.101
H 5.658 -0.636 3.746  0.115
H 3.980 -0.070 5.519  0.117
H 1.796 0.911 4.894  0.111
H 0.563 -0.997 3.784  0.091
H -1.236 -2.285 4.886  0.118
H -3.593 -1.474 4.799  0.110
H -4.125 0.660 3.637  0.104
H -2.323 1.971 2.548  0.108


[5]
# C19H24BaNO6S2Sb2Se

C19H24BaNO6S2Sb2Se as an isolated structure (wB97M-V/def2-TZVPD, the OMol25 dataset).

## Properties
Relative energy (zero: lowest compared OMol25 entry of this formula, charge and spin) (kJ/mol): 0.0
E_HOMO (eV): -5.227
Strongest force on any atom (eV/A): 0.751
Total energy (eV): -134658.5975
Frontier orbital gap (hartree): 0.2782
Net charge: -1

Each line ends with the Löwdin charge.
Atoms and positions in Å:
Ba -1.046 1.842 0.044  1.807
C 4.139 2.683 1.033  -0.327
Sb 2.639 1.242 0.529  1.221
C 2.328 1.959 -1.474  -0.347
C 4.035 -0.303 -0.176  -0.339
C 4.117 -1.467 0.749  -0.306
C 4.989 -1.417 1.838  -0.062
C 5.043 -2.431 2.780  -0.100
C 4.210 -3.532 2.644  -0.101
C 3.344 -3.599 1.565  -0.067
C 3.275 -2.585 0.609  -0.292
C 2.316 -2.723 -0.534  -0.330
Sb 0.470 -1.570 -0.326  1.270
C -0.761 -2.942 -1.410  -0.325
C -0.016 -2.287 1.628  -0.303
H 4.654 2.388 1.946  -0.005
H 3.653 3.647 1.185  -0.025
H 4.855 2.767 0.216  0.007
H 3.271 1.902 -2.016  0.010
H 1.986 2.993 -1.450  -0.010
H 1.597 1.335 -1.995  -0.019
H 4.998 0.203 -0.268  0.059
H 3.705 -0.586 -1.175  0.042
H 5.635 -0.552 1.943  0.108
H 5.730 -2.362 3.614  0.096
H 4.236 -4.335 3.370  0.095
H 2.699 -4.463 1.451  0.107
H 1.988 -3.760 -0.620  0.054
H 2.775 -2.441 -1.482  0.052
H -0.665 -3.949 -1.002  0.004
H -0.484 -2.948 -2.464  0.000
H -1.786 -2.591 -1.310  -0.011
H 0.013 -3.377 1.643  0.009
H -1.020 -1.949 1.883  0.001
H 0.700 -1.899 2.351  0.004
O -3.941 3.788 -2.723  -0.306
S -3.460 2.853 -1.746  0.420
O -2.373 1.981 -2.223  -0.513
O -3.043 3.451 -0.466  -0.505
C -4.881 1.792 -1.373  -0.197
C -6.022 2.140 -2.088  -0.061
C -7.222 1.468 -1.919  -0.075
C -7.297 0.425 -1.019  -0.077
C -6.169 0.060 -0.303  -0.063
C -4.957 0.725 -0.461  -0.203
S -3.644 0.059 0.581  0.412
O -4.237 -1.040 1.294  -0.310
O -3.187 1.166 1.430  -0.498
O -2.528 -0.336 -0.296  -0.562
H -5.947 2.962 -2.784  0.103
H -8.091 1.769 -2.490  0.102
H -8.225 -0.112 -0.869  0.102
H -6.207 -0.758 0.400  0.102
Se 1.809 6.324 0.150  0.417
C 1.184 4.728 0.636  -1.046
N 0.814 3.661 0.951  -0.221